Molecular formula: C15H25N2
Method: DFT, ωB97M-V/def2-TZVPD

Values from the calculation:
charge: -1
E_HOMO: -1.85 eV
E_tot: -695.7751 Ha
M: 233.379 u
frontier orbital gap: 4.06 eV

The geometry in XYZ format:
```
42
C15H25N2 ωB97M-V/def2-TZVPD
C 4.71779 -0.32466 -0.12241
C 4.26553 -0.82914 0.99456
C 3.56906 -1.60230 2.26342
N 2.92941 -0.63544 3.22826
C 2.02178 0.17053 2.36512
C 0.70159 0.72977 3.16518
C -0.45989 0.85223 2.01449
C -1.57601 1.97075 2.36667
C -1.21442 -0.54839 1.72977
C -0.85206 -1.23918 0.32484
C -0.95425 -0.24044 -0.94209
C 0.10360 0.01640 -1.85994
C 1.38621 -0.90258 -2.12400
C 0.03642 1.40664 -2.71537
H 4.84408 0.17783 -1.14253
H 4.41012 -2.21706 2.74009
H 2.74977 -2.33208 1.86315
H 1.58033 -0.49357 1.50855
H 2.51237 1.10167 1.88699
H 0.39132 0.05518 4.03810
H 0.93170 1.80810 3.52745
H 0.10436 1.25636 1.08058
H -2.47057 1.57141 2.96984
H -1.12304 2.93367 2.83391
H -2.01831 2.31604 1.34663
H -0.97577 -1.23740 2.63591
H -2.35462 -0.31914 1.74521
H -1.57561 -2.12650 0.15028
H 0.20866 -1.68889 0.31153
H -1.96668 0.32081 -1.04684
H 1.42701 -1.17348 -3.24448
H 1.41987 -1.87635 -1.52533
H 2.34800 -0.30356 -1.90484
H 1.08737 1.86095 -2.71845
H -0.72246 2.11067 -2.19273
H -0.30891 1.11135 -3.78185
C -4.24084 -0.41285 -4.12171
C -4.10863 -0.02403 -2.67734
N -4.00403 0.28351 -1.53439
H -3.65597 0.26692 -4.74402
H -3.87630 -1.43138 -4.26670
H -5.28798 -0.36237 -4.42552
```